Entry 1:
DFT (ωB97M-V/def2-TZVPD) results for a structure of composition H2ORb.

Cartesian coordinates (Å):
Rb  1.218  -1.874  -0.854
O  -0.347  0.248  0.369
H  0.221  0.831  -0.134
H  -1.091  0.795  0.620

Calculated values
Charge: +1
Frontier orbital gap in eV: 12.17
HOMO level in Eh: -0.6025
Lowest unoccupied orbital energy in eV: -4.220

***

Entry 2:
DFT (ωB97M-V/def2-TZVPD) results for a cluster of 2 separate species, H2S4 in total.

Cartesian coordinates (Å):
S  -0.992  -1.281  -0.106
S  0.131  1.710  0.113
S  0.761  -1.923  0.039
S  1.977  1.079  -0.025
H  -1.274  -1.072  1.143
H  -0.602  1.487  -1.164

Calculated values
Frontier orbital gap (alpha / beta) in eV: 6.98 / 7.30
HOMO level (alpha / beta) in Eh: -0.3211 / -0.3276
Lowest unoccupied orbital energy (alpha / beta) in eV: -1.757 / -1.615

***

Entry 3:
DFT (ωB97M-V/def2-TZVPD) results for a cluster of 2 separate species, H2Se in total.

Cartesian coordinates (Å):
Se  1.464  -0.079  0.001
H  -0.878  -1.446  0.023
H  1.224  1.506  -0.023

Calculated values
Frontier orbital gap (alpha / beta) in eV: 6.48 / 6.48
HOMO level (alpha / beta) in Eh: -0.3487 / -0.3488
Lowest unoccupied orbital energy (alpha / beta) in eV: -3.011 / -3.006

***

Entry 4:
DFT (ωB97M-V/def2-TZVPD) results for a cluster of 15 separate species, H30O15 in total.

Cartesian coordinates (Å):
H  0.435  0.186  0.009
H  -0.557  1.264  -0.128
H  -5.208  1.796  -1.768
H  -4.129  1.301  -2.554
H  2.479  0.615  2.891
H  1.997  -0.891  3.337
H  0.387  -2.241  -2.509
H  -0.795  -3.140  -1.986
H  3.125  -1.720  0.624
H  2.640  -0.370  1.295
H  -3.778  -1.099  -1.571
H  -4.933  -2.134  -1.660
H  -2.104  0.093  -0.405
H  -1.145  0.460  -1.568
H  4.973  1.838  -0.087
H  3.882  1.295  0.638
H  -1.837  0.582  3.662
H  -3.064  -0.416  3.920
H  3.399  4.067  -0.769
H  2.145  4.656  -1.176
H  4.314  -1.575  -0.825
H  5.403  -1.990  -1.682
H  -4.375  1.178  1.970
H  -5.372  1.743  0.956
H  0.635  1.876  -1.430
H  0.626  2.505  0.111
H  0.557  -1.495  0.084
H  0.099  -1.534  1.474
H  -0.255  -3.272  0.268
H  1.312  -3.409  0.558
O  0.157  0.911  0.535
O  -5.130  1.250  -2.505
O  1.865  -0.089  2.735
O  -0.517  -2.519  -2.701
O  3.193  -0.787  0.577
O  -4.372  -1.678  -1.073
O  -1.768  -0.291  -1.231
O  4.431  1.124  -0.155
O  -2.581  0.005  3.228
O  2.956  4.516  -1.563
O  4.418  -2.141  -1.553
O  -4.753  2.019  1.666
O  0.951  2.597  -0.860
O  -0.199  -1.214  0.677
O  0.492  -3.874  0.543

Calculated values
Frontier orbital gap in eV: 9.48
HOMO level in Eh: -0.3733
Lowest unoccupied orbital energy in eV: -0.681

***

Entry 5:
DFT (ωB97M-V/def2-TZVPD) results for a cluster of 15 separate species, H30O15 in total.

Cartesian coordinates (Å):
O  -3.108  2.012  -1.166
H  -3.562  1.171  -1.163
H  -2.518  1.993  -0.446
O  -2.236  -0.904  -1.630
H  -2.294  -0.513  -2.469
H  -1.622  -1.647  -1.654
O  -0.781  -1.609  1.979
H  -1.591  -1.919  1.543
H  -0.892  -1.734  2.937
O  -1.584  1.691  1.300
H  -2.025  2.487  1.384
H  -0.905  1.801  1.913
O  0.312  -0.345  -0.126
H  -0.504  -0.205  -0.599
H  0.025  -0.638  0.771
O  -3.312  -0.483  0.993
H  -3.082  -0.464  0.063
H  -2.800  0.226  1.324
O  1.631  -3.103  1.856
H  0.726  -2.899  1.660
H  1.593  -3.280  2.800
O  0.572  -1.291  -3.218
H  1.031  -2.030  -2.853
H  -0.346  -1.462  -3.158
O  2.193  0.589  -2.431
H  1.498  0.091  -2.818
H  2.640  1.068  -3.177
O  0.728  1.152  2.688
H  0.591  1.922  3.263
H  1.402  1.277  2.045
O  2.911  1.239  0.783
H  2.717  0.729  -0.011
H  3.025  2.099  0.410
O  2.817  -1.868  -1.119
H  1.989  -1.729  -0.677
H  2.846  -1.506  -1.970
O  0.199  2.212  -0.927
H  0.847  2.448  -1.560
H  0.531  1.368  -0.644
O  0.875  -1.007  4.399
H  0.888  -0.439  3.636
H  1.068  -0.376  5.151
O  -1.158  1.449  -3.077
H  -0.725  1.487  -2.243
H  -0.626  0.954  -3.753

Calculated values
Frontier orbital gap in eV: 10.53
HOMO level in Eh: -0.3943
Lowest unoccupied orbital energy in eV: -0.204

***

Entry 6:
DFT (ωB97M-V/def2-TZVPD) results for a cluster of 15 separate species, H30O15 in total.

Cartesian coordinates (Å):
O  1.514  -2.211  -0.294
H  0.933  -2.475  -1.025
H  1.317  -2.782  0.464
O  1.779  4.013  0.165
H  2.436  4.266  0.834
H  1.671  3.068  0.327
O  0.518  -0.439  2.872
H  0.061  0.024  2.130
H  1.420  -0.235  2.806
O  3.413  -0.404  -0.117
H  3.890  -0.470  -0.952
H  2.682  -1.043  -0.185
O  0.725  -3.083  2.157
H  -0.158  -3.273  1.913
H  0.698  -2.143  2.419
O  -0.306  3.157  2.074
H  -0.419  3.203  1.129
H  0.152  3.948  2.410
O  1.816  1.528  0.628
H  1.998  1.604  1.570
H  2.591  0.986  0.334
O  -0.190  -2.504  -2.395
H  -1.016  -2.268  -1.932
H  -0.362  -2.410  -3.349
O  -2.665  -1.937  -1.434
H  -2.443  -2.211  -0.542
H  -2.561  -1.005  -1.401
O  -1.407  -3.342  0.368
H  -2.090  -3.723  0.919
H  -1.083  -4.096  -0.139
O  -1.855  0.762  -1.806
H  -0.921  0.612  -1.732
H  -1.990  1.015  -2.719
O  -0.207  -0.152  0.246
H  0.435  0.551  0.198
H  0.338  -0.934  0.114
O  -2.862  0.066  0.837
H  -2.006  -0.133  0.414
H  -3.472  0.335  0.169
O  0.806  1.478  -2.035
H  0.495  2.240  -2.493
H  1.714  1.747  -1.943
O  -1.462  3.071  -0.399
H  -2.147  3.327  0.239
H  -1.778  2.271  -0.847

Calculated values
Frontier orbital gap in eV: 10.44
HOMO level in Eh: -0.3816
Lowest unoccupied orbital energy in eV: 0.056

***

Entry 7:
DFT (ωB97M-V/def2-TZVPD) results for a cluster of 15 separate species, H30O15 in total.

Cartesian coordinates (Å):
H  -0.319  0.791  -1.035
H  0.437  -0.088  -0.052
H  -1.369  -1.479  2.331
H  -2.082  -2.619  1.623
H  0.190  -0.565  4.151
H  -0.844  -1.617  4.516
H  -1.993  2.755  3.143
H  -0.709  2.444  2.392
H  -2.347  0.099  0.273
H  -3.612  0.711  0.852
H  0.331  4.896  -0.973
H  -0.719  3.956  -1.542
H  2.117  -4.256  -3.223
H  1.885  -3.914  -1.760
H  0.493  -3.243  -0.377
H  -0.685  -2.919  -1.280
H  4.355  0.164  -0.076
H  5.409  1.112  0.473
H  -2.403  -0.813  -1.888
H  -3.653  -1.607  -2.230
H  3.417  -0.577  -1.480
H  4.768  -1.225  -1.227
H  -1.781  1.020  -2.433
H  -2.080  1.950  -3.597
H  2.333  -0.259  2.712
H  3.147  0.110  3.941
H  1.992  2.897  -0.859
H  2.840  3.650  0.153
H  -4.974  -0.270  -0.363
H  -3.929  -1.374  -0.384
O  -0.450  0.217  -0.272
O  -1.622  -2.402  2.442
O  -0.739  -0.790  4.032
O  -1.450  2.019  2.838
O  -2.966  0.828  0.147
O  -0.386  4.858  -1.615
O  1.430  -4.233  -2.547
O  -0.008  -3.586  -1.126
O  5.053  0.769  -0.354
O  -3.052  -0.945  -2.589
O  4.073  -1.150  -1.891
O  -1.880  1.953  -2.654
O  3.175  -0.435  3.147
O  2.648  3.600  -0.790
O  -4.042  -0.432  -0.552

Calculated values
Frontier orbital gap in eV: 7.06
HOMO level in Eh: -0.2962
Lowest unoccupied orbital energy in eV: -1.003

***

Entry 8:
DFT (ωB97M-V/def2-TZVPD) results for a cluster of 15 separate species, H30O15 in total.

Cartesian coordinates (Å):
H  0.011  0.049  0.464
H  -0.369  0.072  -0.957
H  -4.910  -0.109  0.127
H  -3.784  -1.055  0.335
H  3.048  -2.105  0.428
H  3.701  -2.810  1.510
H  0.351  -2.548  2.762
H  0.560  -1.317  1.885
H  -1.194  2.609  -3.963
H  -1.626  3.951  -3.690
H  0.650  -0.217  4.629
H  -0.088  0.179  3.225
H  -3.081  -1.967  -2.000
H  -2.652  -2.632  -3.294
H  0.125  4.404  3.204
H  0.539  3.560  2.020
H  0.848  4.682  -0.709
H  2.045  3.667  -0.763
H  -0.017  -3.286  0.637
H  0.633  -4.096  -0.401
H  4.091  1.513  1.762
H  2.851  0.655  1.739
H  0.770  -0.350  -2.313
H  0.423  -1.398  -3.397
H  -2.998  0.587  -4.611
H  -1.832  0.567  -3.612
H  -1.097  2.654  3.749
H  -1.482  1.224  3.568
H  0.999  -2.556  -0.915
H  2.349  -3.059  -1.568
O  0.337  0.437  -0.317
O  -4.214  -0.274  0.649
O  3.170  -2.974  0.686
O  0.963  -1.865  2.501
O  -1.212  3.476  -4.389
O  0.609  0.413  3.938
O  -3.309  -2.640  -2.673
O  0.134  3.504  2.954
O  1.284  3.983  -0.231
O  0.844  -3.542  0.379
O  3.786  0.581  1.563
O  1.105  -0.912  -3.033
O  -2.190  0.091  -4.453
O  -1.525  1.897  4.218
O  1.356  -3.044  -1.640

Calculated values
Frontier orbital gap in eV: 8.59
HOMO level in Eh: -0.3563
Lowest unoccupied orbital energy in eV: -1.108

***

Entry 9:
DFT (ωB97M-V/def2-TZVPD) results for a cluster of 15 separate species, H30O15 in total.

Cartesian coordinates (Å):
O  -1.828  0.447  -0.423
H  -1.658  -0.443  -0.072
H  -0.899  0.657  -0.245
O  2.163  -0.576  2.848
H  2.021  -0.426  1.888
H  2.924  -1.172  2.800
O  -1.689  2.691  -1.851
H  -1.543  1.763  -1.720
H  -2.311  3.028  -1.204
O  2.976  0.382  -1.456
H  3.890  0.715  -1.684
H  2.604  1.112  -0.941
O  1.604  1.486  0.625
H  1.157  0.951  1.394
H  2.172  2.066  1.199
O  0.869  1.836  -3.756
H  0.493  1.012  -3.357
H  -0.081  2.032  -3.948
O  -1.510  3.926  1.112
H  -1.648  3.983  0.159
H  -0.708  4.441  1.254
O  0.533  -1.088  -0.015
H  0.588  -0.850  -1.024
H  0.557  -2.028  0.159
O  -1.813  -3.244  -2.034
H  -2.189  -3.563  -1.177
H  -2.438  -2.650  -2.451
O  -0.740  -2.340  2.183
H  -0.268  -2.237  3.013
H  -0.870  -1.440  1.854
O  1.265  -1.096  -2.412
H  1.604  -1.988  -2.541
H  2.153  -0.619  -2.353
O  1.941  4.002  -1.506
H  1.179  4.177  -2.114
H  2.006  3.049  -1.217
O  -2.094  1.168  2.875
H  -2.619  1.955  2.641
H  -1.284  1.660  3.052
O  -3.014  -3.077  0.957
H  -2.385  -3.426  1.601
H  -3.772  -3.046  1.562
O  1.050  -4.677  2.341
H  1.181  -4.564  1.398
H  0.429  -3.985  2.589

Calculated values
Frontier orbital gap in eV: 10.87
HOMO level in Eh: -0.4062
Lowest unoccupied orbital energy in eV: -0.187

***

In Ha, the calculated total energy values for the records above are, in order, -100.32299 -1593.88288 -2402.44935 -1146.37676 -1146.57954 -1146.62321 -1146.33039 -1146.38479 -1146.52564.
In eV/A, the F_max values for the records above are, in order, 0.8 2.6 2.6 4.8 3.7 2.1 9.4 5.2 3.6.